48
Properties=species:S:1:pos:R:3 method="wB97M-V/def2-TZVPD" lumo_energy_ev=0.6 gap_ev=8.4 smiles="NCCCC[C@H](NC(=O)[C@@H](N)Cc1c[nH]c2ccccc12)C(=O)O" relative_energy_kj_mol=509.0 homo_ev=-7.8 charge=0
C -0.555 -2.917 0.346
C -1.328 -2.219 1.420
C 0.292 -1.925 -0.411
C 1.435 -1.234 0.313
C 1.543 -0.685 1.598
C 2.589 -0.937 -0.275
C 3.435 -0.240 0.604
C 3.084 -1.469 -1.540
C 4.694 0.225 0.339
C 4.255 -0.800 -1.810
C 5.124 -0.141 -0.905
C -2.647 -0.215 0.255
C -3.121 -0.663 -1.021
C -1.660 0.992 0.278
C -2.279 2.176 -0.449
C -2.012 3.547 0.166
C -0.533 3.951 0.094
H -1.503 -4.547 -0.431
H -2.074 -3.148 -1.203
H -0.028 -3.663 0.845
H 0.726 -2.494 -1.441
H -0.455 -1.170 -0.784
H 0.801 -0.383 2.380
H 3.064 0.303 2.569
H 2.461 -2.077 -2.300
H 5.288 0.700 1.104
H 4.679 -0.907 -2.778
H 5.966 0.150 -1.427
H -2.588 -0.810 2.259
H -3.448 0.406 0.630
H -0.805 0.555 -0.105
H -1.385 1.253 1.250
H -2.199 2.169 -1.495
H -3.349 2.014 -0.197
H -2.534 4.146 -0.546
H -2.465 3.544 1.192
H -0.320 4.776 0.816
H -0.300 4.360 -0.939
H 1.342 3.267 1.002
H 0.523 2.213 -0.157
H -4.610 -1.726 -1.718
N -1.530 -3.562 -0.566
N 2.732 -0.057 1.670
N -2.363 -1.156 1.312
N 0.450 2.966 0.554
O -1.238 -2.693 2.537
O -2.783 -0.503 -2.175
O -4.370 -1.371 -0.863